Molecular formula: H10O5
Method: DFT, ωB97M-V with the def2-TZVPD basis set

Geometry as XYZ:
```
15
Properties=species:S:1:pos:R:3:mulliken_charge:R:1
O -16.25 -6.11 8.84 -0.63
H -16.88 -6.59 9.39 0.33
H -16.24 -6.59 8.00 0.30
O -16.15 -4.48 2.41 -0.64
H -17.04 -4.63 2.75 0.31
H -15.55 -4.72 3.13 0.33
O -15.47 -7.03 5.35 -0.64
H -15.64 -7.64 6.09 0.33
H -16.20 -7.17 4.73 0.29
O -13.36 -5.10 4.63 -0.63
H -14.03 -5.80 4.80 0.37
H -12.67 -5.26 5.28 0.30
O -15.30 -9.02 7.40 -0.65
H -14.63 -8.79 8.06 0.34
H -15.04 -9.88 7.07 0.29
```

The value obtained for the gap between HOMO and LUMO is 0.406 Ha. For the energy above the lowest of the compared OMol25 structures with the same formula, charge and spin, the calculation gives 0.978 eV. As for the HOMO energy: -11.0 eV. The SMILES is O.O.O.O.O. Its total charge is 0.